No. 1
Here is C2H2Si in the gas phase in a non-equilibrium geometry from OMol25. Energies are from ωB97M-V/def2-TZVPD.

Calculated values
E_LUMO (spin up / spin down): -1.65 / -1.68 eV
total charge: 0
energy relative to the best compared isomer or geometry (same formula, charge and spin): 423.95 kJ/mol
HOMO energy (spin up / spin down): -9.077 / -9.056 eV

Element x y z (Å)
C1 0.52 -0.76 0.51
C2 0.48 1.76 -0.46
Si1 -0.53 0.35 -0.44
H1 1.35 -0.89 1.10
H2 -1.82 -0.46 -0.70



No. 2
Here is a 9-piece molecular cluster, C4H26N2O10 overall in a non-equilibrium geometry from OMol25. Energies are from ωB97M-V/def2-TZVPD.

Calculated values
E_LUMO: 0.18 eV
total charge: 0
energy relative to the best compared isomer or geometry (same formula, charge and spin): 204.22 kJ/mol
HOMO energy: -9.416 eV

Element x y z (Å)
N1 1.64 -2.54 0.07
C1 1.71 -1.25 -0.32
O1 2.72 -0.58 -0.14
C2 0.57 -0.89 -1.30
N2 1.08 -1.19 -2.62
C3 0.16 0.59 -1.17
C4 -0.79 0.85 -0.01
O2 -2.19 0.70 -0.38
H1 0.75 -3.03 0.02
H2 2.40 -2.93 0.59
H3 -0.30 -1.45 -0.97
H4 0.48 -1.74 -3.21
H5 1.44 -0.38 -3.08
H6 1.05 1.21 -1.05
H7 -0.33 0.96 -2.07
H8 -0.67 1.85 0.39
H9 -0.71 0.13 0.81
H10 -2.34 1.23 -1.17
O3 1.41 4.68 0.18
H11 1.93 4.55 -0.61
H12 1.58 3.85 0.64
O4 -2.78 0.57 3.76
H13 -3.13 0.91 2.93
H14 -2.22 -0.10 3.34
O5 0.02 0.48 3.01
H15 0.42 -0.26 3.48
H16 0.63 1.23 3.13
O6 2.12 2.25 2.90
H17 2.53 2.27 2.02
H18 2.15 3.16 3.26
O7 -2.01 -2.34 -2.50
H19 -1.97 -1.38 -2.51
H20 -2.89 -2.52 -2.12
O8 -4.02 -1.46 -0.91
H21 -4.77 -0.89 -1.06
H22 -3.29 -0.95 -0.50
O9 -0.53 -3.77 -0.61
H23 -1.09 -3.06 -0.97
H24 -0.35 -4.24 -1.43
O10 2.89 2.04 0.24
H25 3.02 1.07 0.07
H26 3.69 2.41 -0.14



No. 3
Here is a 3-piece molecular cluster, C3H13NO2S overall in a non-equilibrium geometry from OMol25. Energies are from ωB97M-V/def2-TZVPD.

Calculated values
E_LUMO (spin up / spin down): 3.03 / 2.97 eV
total charge: -1
energy relative to the best compared isomer or geometry (same formula, charge and spin): 117.24 kJ/mol
2S+1: 2
HOMO energy (spin up / spin down): 0.978 / -6.061 eV

Element x y z (Å)
C1 1.62 -0.12 -1.08
C2 1.16 0.80 0.08
C3 1.38 0.13 1.46
S1 2.09 1.23 2.72
N1 0.86 0.25 -2.31
H1 2.70 -0.26 -1.03
H2 1.27 -1.12 -0.79
H3 0.08 0.83 -0.06
H4 1.55 1.81 0.07
H5 0.40 0.02 1.93
H6 1.94 -0.79 1.41
H7 3.29 1.56 2.15
H8 1.47 0.77 -2.94
H9 0.91 -0.66 -2.81
H10 -5.29 -1.42 0.52
H11 -5.18 -1.27 2.04
O1 -5.50 -0.80 1.26
H12 -1.97 0.31 -1.08
H13 -0.93 -0.70 -0.89
O2 -1.86 -0.56 -0.66



No. 4
Here is a 2-piece molecular cluster, C4H14N2O overall in a non-equilibrium geometry from OMol25. Energies are from ωB97M-V/def2-TZVPD.

Calculated values
E_LUMO: 1.03 eV
total charge: 0
energy relative to the best compared isomer or geometry (same formula, charge and spin): 252.92 kJ/mol
HOMO energy: -8.791 eV

Element x y z (Å)
C1 0.57 -2.25 -1.29
N1 -0.29 -1.65 -0.35
C2 0.39 -0.71 0.52
C3 -0.65 0.09 1.36
C4 -1.75 0.56 0.30
N2 -1.01 1.12 -0.78
H1 1.25 -1.41 -1.54
H2 -0.01 -2.46 -2.21
H3 1.23 -3.00 -0.76
H4 -0.87 -2.22 0.24
H5 1.18 -1.16 1.22
H6 0.98 -0.01 -0.06
H7 -1.16 -0.45 2.08
H8 -0.10 0.87 1.85
H9 -2.38 -0.37 -0.14
H10 -2.24 1.34 0.68
H11 -1.56 1.72 -1.39
H12 -0.85 0.30 -1.35
O1 2.32 2.40 0.33
H13 2.22 3.19 0.89
H14 1.53 1.98 0.35



No. 5
Here is a 2-piece molecular cluster, C6H14 overall from OMol25. Energies are from ωB97M-V/def2-TZVPD.

Calculated values
E_LUMO: 1.15 eV
total charge: 0
energy relative to the best compared isomer or geometry (same formula, charge and spin): 161.84 kJ/mol
HOMO energy: -9.164 eV

Element x y z (Å)
C1 1.66 -0.16 -1.09
C2 0.46 0.09 -0.57
C3 -0.47 1.11 -1.17
C4 -0.06 -0.76 0.59
C5 -0.72 0.01 1.74
C6 -1.04 -1.78 -0.01
H1 2.33 -0.90 -0.65
H2 2.02 0.36 -1.97
H3 -1.26 0.62 -1.76
H4 0.06 1.79 -1.84
H5 -0.97 1.71 -0.40
H6 0.80 -1.30 1.00
H7 -1.62 0.55 1.42
H8 -0.04 0.74 2.20
H9 -1.02 -0.69 2.52
H10 -0.56 -2.31 -0.84
H11 -1.36 -2.51 0.74
H12 -1.93 -1.27 -0.39
H13 2.09 2.36 -0.06
H14 1.65 2.35 0.53



No. 6
Here is a 2-piece molecular cluster, CH4O2S overall in a non-equilibrium geometry from OMol25. Energies are from ωB97M-V/def2-TZVPD.

Calculated values
E_LUMO: 0.42 eV
total charge: 0
energy relative to the best compared isomer or geometry (same formula, charge and spin): 346.01 kJ/mol
HOMO energy: -9.118 eV

Element x y z (Å)
C1 1.69 -0.40 -0.01
O1 1.03 -1.22 -0.60
O2 -1.08 -0.59 -0.87
S1 -2.06 0.17 -0.05
H1 2.33 -0.56 0.83
H2 -1.51 0.37 1.18
H3 1.39 0.77 -0.11
H4 -1.79 1.46 -0.36